Entry 1:
Here is a molecular structure, C9H12FO4PSSr at a distorted geometry from the Open Molecules 2025 dataset. Energies are from the ωB97M-V functional and the def2-TZVPD basis.

```
29
C9H12FO4PSSr, DFT the ωB97M-V functional and the def2-TZVPD basis
O 0.604 2.216 0.683
P 0.284 2.050 -0.758
O 1.077 3.269 -1.699
F 1.893 3.902 -0.756
O 0.673 0.569 -1.383
C 1.913 0.051 -0.884
C 1.797 -0.626 0.555
C 2.096 -2.167 0.504
S 2.312 -2.896 2.195
O -1.335 2.305 -0.955
C -1.999 1.117 -0.475
C -2.392 0.991 0.920
C -3.020 -0.264 1.322
C -3.271 -1.373 0.418
C -2.904 -1.228 -0.996
C -2.279 0.014 -1.401
H 2.757 0.809 -0.953
H 2.202 -0.787 -1.582
H 0.776 -0.438 0.991
H 2.553 -0.102 1.216
H 3.019 -2.358 -0.105
H 1.247 -2.668 -0.026
H 2.192 -1.782 2.996
H -2.225 1.801 1.660
H -3.329 -0.384 2.390
H -3.724 -2.343 0.730
H -3.050 -2.009 -1.770
H -1.947 0.177 -2.456
Sr 4.079 2.154 -0.381
```

The LUMO energy is -9.562 eV. As for the HOMO energy: -14.251 eV. The calculation puts the orbital gap at 4.7 eV. The charge is +2.

***

Entry 2:
Here is a molecular structure, C48H67FGe2N4O3RbSiTe at a distorted geometry from the Open Molecules 2025 dataset. Energies are from the ωB97M-V functional and the def2-TZVPD basis.

```
128
C48H67FGe2N4O3RbSiTe, DFT the ωB97M-V functional and the def2-TZVPD basis
Rb -6.434 5.250 22.249
O -4.684 3.111 22.815
H -3.767 3.433 22.659
H -4.614 2.205 23.155
O -7.350 5.017 18.768
H -7.801 5.698 19.360
H -6.485 5.431 18.511
O -5.368 6.683 19.360
H -4.636 7.308 19.536
H -6.205 7.014 19.871
N -8.810 1.917 23.535
N -9.073 3.164 22.843
H -8.927 1.157 22.859
H -9.447 1.785 24.316
H -9.663 3.726 23.521
H -9.715 2.979 22.081
F -7.705 7.086 20.723
C -14.951 9.862 24.738
C -13.650 9.375 24.070
C -13.611 8.369 23.106
C -12.408 7.984 22.464
C -12.424 6.861 21.434
C -11.178 8.585 22.853
Te -9.397 8.115 21.774
C -11.145 9.559 23.873
C -9.887 10.109 24.514
C -12.403 9.962 24.407
H -15.687 9.068 24.806
H -15.442 10.707 24.203
H -14.721 10.253 25.742
H -14.488 7.820 22.824
H -13.451 6.461 21.377
H -11.720 6.097 21.705
H -12.190 7.257 20.453
H -9.491 10.946 23.870
H -9.066 9.404 24.481
H -10.022 10.495 25.506
H -12.423 10.783 25.132
C 0.043 2.927 23.419
C 0.186 3.365 22.093
C -0.647 4.430 21.680
C -1.578 5.054 22.541
C -1.638 4.595 23.871
C -0.873 3.506 24.280
Si -2.682 6.473 21.952
C -2.409 7.872 23.275
C -3.366 8.929 23.257
C -3.202 10.008 24.087
C -2.078 10.120 24.915
C -1.143 9.099 24.973
C -1.291 7.969 24.159
C -1.988 7.245 20.331
C -1.498 8.556 20.293
C -1.102 9.096 19.062
C -1.267 8.407 17.848
C -1.814 7.108 17.897
C -2.164 6.536 19.121
H 0.704 2.187 23.886
H 0.831 2.889 21.371
H -0.487 4.881 20.688
H -2.323 5.100 24.601
H -0.967 3.154 25.302
H -4.178 8.907 22.556
H -3.938 10.807 24.028
H -1.981 11.018 25.521
H -0.284 9.091 25.653
H -0.592 7.158 24.164
H -1.432 9.171 21.164
H -0.705 10.110 19.066
H -0.965 8.818 16.874
H -2.002 6.528 16.975
H -2.515 5.502 19.172
C -6.041 4.695 26.323
C -5.972 4.959 27.900
N -6.385 6.360 28.157
C -5.366 7.227 27.492
C -5.332 6.992 25.979
N -6.363 5.969 25.556
C -7.730 6.497 26.017
C -7.717 6.709 27.570
H -6.828 3.944 26.125
H -5.064 4.303 26.039
H -5.004 4.765 28.354
H -6.690 4.325 28.425
H -4.384 6.954 27.931
H -5.567 8.299 27.694
H -4.319 6.608 25.742
H -5.515 7.933 25.436
H -8.414 5.688 25.847
H -7.987 7.401 25.449
H -8.511 6.062 28.006
H -7.951 7.751 27.801
C -6.315 -0.494 22.686
Ge -5.801 -0.079 20.846
C -6.056 -1.796 19.984
C -3.862 0.422 20.751
Ge -7.128 2.017 20.035
C -9.094 1.717 19.737
C -9.670 0.578 20.277
C -11.064 0.486 20.493
C -11.882 1.559 20.098
C -11.349 2.713 19.479
C -9.965 2.727 19.221
C -6.585 2.064 18.120
C -5.338 2.588 17.835
C -4.981 2.815 16.536
C -5.760 2.294 15.477
C -6.857 1.514 15.795
C -7.290 1.416 17.105
H -5.450 -0.643 23.339
H -6.904 -1.428 22.738
H -6.888 0.344 23.108
H -5.193 -2.390 20.218
H -6.187 -1.726 18.900
H -6.937 -2.383 20.331
H -3.327 0.045 21.670
H -3.683 1.496 20.639
H -3.342 -0.022 19.895
H -9.018 -0.223 20.651
H -11.484 -0.409 20.937
H -12.918 1.524 20.321
H -11.960 3.544 19.187
H -9.523 3.561 18.692
H -4.654 2.882 18.637
H -4.097 3.405 16.408
H -5.530 2.549 14.414
H -7.479 0.971 15.079
H -8.267 0.986 17.291
```

Its energy relative to the best compared isomer or geometry (same formula, charge and spin) is 0.0000 eV. The LUMO energy (alpha / beta) is 3.340 / 2.951 eV. As for the HOMO energy (alpha / beta): -0.659 / -0.659 eV. The calculation puts the orbital gap (alpha / beta) at 4.0 / 3.6 eV. The charge is -2. The spin multiplicity is 2. The expectation value of S² is 0.7540.

***

Entry 3:
Here is a molecular structure, C24H19HfN6OS from the Open Molecules 2025 dataset. Energies are from the ωB97M-V functional and the def2-TZVPD basis.

```
52
C24H19HfN6OS, DFT the ωB97M-V functional and the def2-TZVPD basis
Hf -0.808 -0.056 -0.482
O -2.588 3.275 1.063
C -1.906 2.496 0.470
N -1.879 1.108 0.717
C -3.038 0.524 1.402
C -3.695 -0.443 0.439
C -5.004 -0.863 0.581
C -5.562 -1.682 -0.387
C -4.796 -2.065 -1.486
C -3.491 -1.644 -1.554
N -2.929 -0.857 -0.604
C -1.053 2.903 -0.707
C -0.880 4.228 -1.026
C -0.136 4.551 -2.157
C 0.412 3.534 -2.928
C 0.204 2.224 -2.552
N -0.522 1.899 -1.461
H -3.728 1.320 1.685
H -2.744 0.018 2.325
H -5.587 -0.522 1.426
H -6.593 -2.002 -0.302
H -5.209 -2.676 -2.276
H -2.867 -1.922 -2.396
H -1.338 4.982 -0.399
H 0.010 5.587 -2.436
H 0.989 3.749 -3.816
H 0.618 1.409 -3.134
N 2.959 -1.119 1.338
C 3.788 0.049 1.375
C 5.162 -0.095 1.395
C 5.955 1.046 1.381
C 5.374 2.303 1.318
C 3.989 2.439 1.273
C 3.199 1.305 1.318
S 1.445 1.387 1.481
N 1.041 -0.057 0.582
C 1.751 -1.155 0.825
C 1.103 -2.437 0.446
C 1.667 -3.674 0.662
C 0.953 -4.818 0.312
C -0.301 -4.675 -0.249
C -0.798 -3.398 -0.448
N -0.125 -2.286 -0.116
H 3.429 -1.990 1.542
H 5.618 -1.078 1.424
H 7.031 0.947 1.415
H 5.997 3.186 1.310
H 3.535 3.420 1.237
H 2.647 -3.783 1.104
H 1.378 -5.799 0.482
H -0.896 -5.532 -0.529
H -1.779 -3.263 -0.879
```

Its energy relative to the best compared isomer or geometry (same formula, charge and spin) is 0.0000 eV. The LUMO energy is -10.222 eV. As for the HOMO energy: -16.665 eV. The calculation puts the orbital gap at 6.4 eV. The charge is +3.

***

Entry 4:
Here is 11 unconnected molecules or ions with the total composition ClH20O14 at a distorted geometry from the Open Molecules 2025 dataset. Energies are from the ωB97M-V functional and the def2-TZVPD basis.

```
35
ClH20O14, DFT the ωB97M-V functional and the def2-TZVPD basis
Cl -0.993 0.635 1.173
O -2.234 1.204 0.565
O -0.124 0.006 0.093
O -0.152 1.724 1.781
O -1.345 -0.302 2.300
O 1.625 4.025 0.113
H 1.237 3.199 0.319
H 1.238 4.177 -0.759
O 1.836 0.270 3.655
H 2.659 0.773 3.448
H 1.148 0.663 3.172
O 1.560 1.101 -2.016
H 1.745 0.832 -2.925
H 1.205 0.291 -1.644
O -0.084 -3.084 -0.804
H -0.294 -2.507 -1.535
H 0.425 -2.491 -0.242
O 2.473 1.450 0.590
H 2.114 1.559 -0.320
H 1.789 1.295 1.180
O 1.321 -1.861 1.457
H 2.254 -1.697 1.428
H 0.995 -1.051 1.058
O -1.495 1.099 -2.120
H -1.934 1.674 -2.770
H -1.637 1.559 -1.267
O -2.819 -1.615 -0.474
H -2.968 -0.701 -0.248
H -3.061 -1.768 -1.401
O -1.652 -3.008 1.587
H -1.178 -2.348 2.104
H -2.265 -2.347 1.154
O -0.178 -1.138 -2.707
H -0.355 -1.025 -3.641
H -0.873 -0.599 -2.315
```

Its energy relative to the best compared isomer or geometry (same formula, charge and spin) is 1.7200 eV. The LUMO energy is 2.222 eV. As for the HOMO energy: -6.142 eV. The calculation puts the orbital gap at 8.4 eV. The charge is -1.

***

Entry 5:
Here is a molecular structure, C16H22N4O2S at a distorted geometry from the Open Molecules 2025 dataset. Energies are from the ωB97M-V functional and the def2-TZVPD basis.

```
45
C16H22N4O2S, DFT the ωB97M-V functional and the def2-TZVPD basis
C 0.075 -0.743 -3.605
C 0.186 0.312 -2.512
C -0.220 -0.188 -1.106
C -1.697 -0.583 -1.046
C 0.598 -1.354 -0.727
N 1.231 -2.266 -0.430
C 0.061 0.904 -0.039
O -0.820 1.326 0.685
N 1.342 1.327 0.024
C 1.810 2.138 1.140
C 2.070 1.261 2.336
C 3.252 0.918 2.836
C 4.594 1.351 2.316
N 5.221 0.320 1.465
C 4.580 0.019 0.286
O 4.231 0.892 -0.490
C 4.431 -1.444 -0.048
C 4.222 -1.750 -1.499
C 4.202 -2.997 -2.047
C 3.892 -2.950 -3.434
C 3.779 -4.151 -4.320
N 3.692 -1.749 -3.918
S 3.871 -0.619 -2.735
H 0.437 -0.339 -4.550
H 0.690 -1.614 -3.371
H -0.953 -1.072 -3.753
H 1.210 0.684 -2.484
H -0.457 1.168 -2.733
H -1.976 -0.870 -0.036
H -2.307 0.271 -1.335
H -1.894 -1.414 -1.721
H 2.059 0.883 -0.531
H 2.701 2.665 0.812
H 1.035 2.867 1.374
H 1.176 0.836 2.783
H 3.271 0.228 3.675
H 4.527 2.260 1.724
H 5.281 1.554 3.137
H 5.452 -0.510 1.996
H 5.286 -2.004 0.337
H 3.551 -1.794 0.507
H 4.369 -3.908 -1.490
H 4.709 -4.721 -4.324
H 2.987 -4.815 -3.969
H 3.553 -3.839 -5.337
```

Its energy relative to the best compared isomer or geometry (same formula, charge and spin) is 0.9738 eV. The LUMO energy is 0.605 eV. As for the HOMO energy: -9.060 eV. The calculation puts the orbital gap at 9.7 eV. The charge is 0.

***

Entry 6:
Here is 4 unconnected molecules or ions with the total composition C4H16NO3 at a distorted geometry from the Open Molecules 2025 dataset. Energies are from the ωB97M-V functional and the def2-TZVPD basis.

```
24
C4H16NO3, DFT the ωB97M-V functional and the def2-TZVPD basis
C 0.231 0.008 0.236
C 0.897 -1.399 -0.151
C 2.447 -1.350 -0.041
C 3.245 -1.442 -1.089
N -1.296 -0.058 -0.113
H 0.305 0.263 1.310
H 0.573 0.926 -0.304
H 0.427 -2.224 0.460
H 0.646 -1.860 -1.168
H 2.912 -1.341 0.906
H 4.267 -1.268 -1.041
H 3.063 -2.015 -2.007
H -1.388 -0.261 -1.114
H -1.711 -0.781 0.487
H -1.847 0.801 -0.022
H -1.303 2.663 1.367
H -2.094 3.439 0.282
O -2.051 2.620 0.822
H -0.056 2.255 3.579
H 0.960 2.405 2.474
O 0.071 2.144 2.642
H -2.972 -1.741 -2.646
H -1.560 -2.048 -3.061
O -2.029 -1.478 -2.519
```

Its energy relative to the best compared isomer or geometry (same formula, charge and spin) is 1.3391 eV. The LUMO energy (alpha / beta) is -8.864 / -12.779 eV. As for the HOMO energy (alpha / beta): -17.821 / -17.821 eV. The calculation puts the orbital gap (alpha / beta) at 9.0 / 5.0 eV. The charge is +2. The spin multiplicity is 2. The expectation value of S² is 0.7533.

***

Entry 7:
Here is 4 unconnected molecules or ions with the total composition C52H67N2OPS at a distorted geometry from the Open Molecules 2025 dataset. Energies are from the ωB97M-V functional and the def2-TZVPD basis.

```
124
C52H67N2OPS, DFT the ωB97M-V functional and the def2-TZVPD basis
C 3.279 2.180 -1.624
C 1.918 2.906 -2.011
C 1.383 3.651 -0.725
C 0.353 4.812 -1.039
C -1.135 4.466 -0.589
C -1.675 3.169 -1.263
C -1.439 2.965 -2.686
C -1.921 1.775 -3.405
C -1.567 1.678 -4.913
C -2.807 1.828 -5.879
C -3.449 3.255 -5.672
C -5.012 3.103 -5.977
N -5.683 2.633 -4.743
C -6.475 1.500 -4.931
C -7.069 1.234 -3.626
C -6.531 2.277 -2.714
C -5.638 3.153 -3.460
C -2.702 0.750 -2.678
C -2.913 0.989 -1.258
C -2.413 2.149 -0.507
P -2.766 2.201 1.315
C -1.253 2.637 2.327
C -4.243 3.273 1.741
S -3.877 -0.258 -0.338
C -3.521 -1.771 -1.296
C -3.591 -3.037 -0.588
C -3.335 -4.258 -1.336
C -3.044 -4.145 -2.753
C -2.980 -2.860 -3.468
C -2.691 -2.907 -4.994
C -1.237 -2.452 -5.399
C -0.110 -3.262 -4.641
C 0.636 -2.250 -3.652
C 0.834 -2.952 -2.240
C 2.282 -3.589 -2.198
O 2.835 -3.294 -0.904
C 4.144 -3.863 -0.777
C -3.225 -1.614 -2.710
N -3.185 -0.374 -3.439
H 4.061 2.939 -1.342
H 3.671 1.615 -2.505
H 3.120 1.529 -0.718
H 1.161 2.162 -2.370
H 2.188 3.614 -2.844
H 0.938 2.938 0.016
H 2.284 4.129 -0.242
H 0.369 5.020 -2.138
H 0.620 5.754 -0.481
H -1.264 4.502 0.518
H -1.766 5.313 -0.999
H -0.880 3.730 -3.270
H -0.793 2.435 -5.196
H -1.076 0.668 -5.067
H -2.449 1.741 -6.937
H -3.553 1.029 -5.605
H -3.308 3.667 -4.641
H -2.960 3.980 -6.385
H -5.079 2.297 -6.756
H -5.384 4.092 -6.342
H -6.606 0.968 -5.896
H -7.781 0.414 -3.411
H -6.798 2.356 -1.640
H -5.059 4.041 -3.147
H -1.060 3.738 2.442
H -0.368 2.118 1.868
H -1.362 2.230 3.372
H -4.866 3.561 0.852
H -4.921 2.642 2.384
H -3.994 4.172 2.376
H -3.841 -3.023 0.498
H -3.362 -5.222 -0.771
H -2.853 -5.075 -3.332
H -2.855 -3.956 -5.371
H -3.455 -2.262 -5.513
H -1.125 -2.640 -6.507
H -1.141 -1.344 -5.261
H 0.672 -3.625 -5.367
H -0.567 -4.136 -4.110
H 1.603 -1.960 -4.147
H 0.034 -1.316 -3.473
H 0.048 -3.733 -2.084
H 0.710 -2.159 -1.456
H 2.953 -3.150 -2.992
H 2.189 -4.711 -2.304
H 4.896 -3.024 -0.692
H 4.231 -4.461 0.167
H 4.443 -4.490 -1.656
H -2.629 -0.496 -4.283
C 1.104 -0.190 6.407
C 2.433 -0.479 6.119
C 2.831 -0.681 4.803
C 1.902 -0.584 3.773
C 0.574 -0.291 4.061
C 0.174 -0.098 5.378
H 0.793 -0.036 7.434
H 3.159 -0.549 6.921
H 3.866 -0.913 4.579
H 2.213 -0.737 2.746
H -0.150 -0.214 3.258
H -0.863 0.125 5.602
C 6.497 1.736 6.104
C 7.825 1.447 5.815
C 8.223 1.245 4.500
C 7.294 1.342 3.470
C 5.966 1.635 3.759
C 5.567 1.828 5.075
H 6.186 1.891 7.131
H 8.551 1.378 6.617
H 9.257 1.013 4.275
H 7.605 1.189 2.443
H 5.242 1.712 2.956
H 4.530 2.051 5.300
C 1.416 -4.384 8.665
C 1.988 -3.924 7.485
C 3.241 -4.379 7.096
C 3.919 -5.304 7.882
C 3.345 -5.768 9.060
C 2.096 -5.305 9.454
H 0.440 -4.026 8.970
H 1.457 -3.207 6.869
H 3.690 -4.015 6.179
H 4.895 -5.664 7.576
H 3.873 -6.490 9.671
H 1.651 -5.663 10.375
```

The LUMO energy is 0.591 eV. As for the HOMO energy: -7.041 eV. The calculation puts the orbital gap at 7.6 eV. Its SMILES is CCCCCc1cc(CCCCn2cccc2)c2c(c1P(C)C)Sc1cccc(CCCCCCOC)c1N2.c1ccccc1.c1ccccc1.c1ccccc1. The charge is 0.